Entry 1:
{
  "formula": "C2H3NO",
  "method": "ωB97M-V with the def2-TZVPD basis set",
  "symbols": ["C", "H", "N", "O", "H", "H", "C"],
  "xyz": [[1.3873, 0.2042, 0.1567], [1.9492, 0.6787, 0.9895], [-1.6887, -0.7754, 0.0700], [1.1705, -0.9723, -0.0003], [-2.0226, -1.6793, 0.1505], [1.1973, 0.8752, -0.7177], [-1.0464, 0.2162, 0.0095]],
  "forces_ev_per_angstrom": [[1.072, -0.022, -1.986], [-0.481, -0.440, 0.261], [1.676, 3.442, -0.218], [0.697, 0.130, 0.951], [-0.564, -1.562, 0.098], [0.057, 0.067, 0.695], [-2.456, -1.615, 0.200]],
  "e_above_lowest_kj_mol": 242.7,
  "homo_lumo_gap_ev": 10.809
}



Entry 2:
{
  "formula": "C4H14N2O",
  "method": "ωB97M-V with the def2-TZVPD basis set",
  "symbols": ["H", "H", "H", "H", "H", "N", "H", "H", "H", "O", "H", "C", "H", "C", "H", "H", "N", "C", "C", "H", "H"],
  "xyz": [[-0.5563, 1.2005, -0.7949], [-2.3417, -1.3474, 0.2692], [2.4947, -0.5866, 0.3473], [-0.8630, -0.4632, -1.3963], [2.1577, 0.5818, -2.9345], [-0.6192, -0.2109, 0.7079], [0.0876, -0.8531, 1.0951], [0.4899, 1.1261, -2.9407], [-1.1565, 0.5233, 3.2879], [-0.5248, 1.1021, 3.5402], [-0.4844, 1.1528, 4.5174], [1.1429, 0.2801, -2.6285], [-2.0976, -0.8115, 1.9927], [1.2401, 0.1973, -1.0349], [0.7645, -0.6222, -3.1012], [-2.5850, 0.4592, 0.5424], [2.0108, -0.7962, -0.4923], [-0.2565, 0.1192, -0.6486], [-2.0016, -0.5513, 0.9018], [1.4917, 1.2011, -0.6208], [1.6066, -1.7010, -0.6091]],
  "forces_ev_per_angstrom": [[-0.325, -1.003, -0.135], [-0.419, -0.733, -0.341], [0.127, -0.236, 0.578], [0.529, 0.048, 0.422], [-0.326, -0.576, -0.477], [1.929, -0.496, -0.026], [-0.893, 0.180, -0.092], [0.237, -0.587, 0.416], [-3.156, -2.853, -1.072], [3.545, 3.212, 2.152], [-0.300, -0.245, -0.995], [1.242, 1.461, 1.282], [-0.623, 0.337, -1.135], [-3.490, 2.349, -1.261], [0.308, -0.196, 0.120], [0.862, -2.517, 1.343], [1.637, -1.314, -0.509], [-1.547, 1.703, -0.475], [-0.184, 2.819, 0.297], [0.638, -0.763, -0.505], [0.207, -0.591, 0.412]],
  "e_above_lowest_kj_mol": 235.0,
  "smiles": "CNC[C@H](C)N.O",
  "homo_lumo_gap_ev": 9.257
}



Entry 3:
{
  "formula": "C16H20Be2K2N4O8S2",
  "method": "ωB97M-V with the def2-TZVPD basis set",
  "symbols": ["H", "H", "C", "O", "Be", "C", "H", "C", "O", "O", "C", "H", "H", "N", "H", "S", "H", "H", "H", "H", "C", "H", "H", "H", "H", "N", "K", "O", "C", "N", "H", "H", "O", "O", "C", "C", "S", "N", "H", "H", "H", "C", "C", "C", "C", "O", "H", "O", "C", "C", "K", "C", "Be", "C"],
  "xyz": [[0.6966, -2.1368, -0.1263], [-1.3095, -1.8676, 1.3816], [-1.5408, -0.6521, -2.6541], [1.3059, 0.1538, -1.1955], [4.0625, 2.3791, 0.4928], [-0.1983, -3.8421, -0.9444], [0.3058, 2.1746, 1.1653], [1.5304, -0.6588, 5.2894], [3.0844, 4.8657, -2.9797], [1.8915, -1.2117, 0.7000], [-2.5040, 0.6485, -4.2104], [-3.4655, 0.1961, -2.2075], [1.8967, -0.2073, 6.1995], [1.0887, -1.0552, 3.1405], [0.2672, -0.8358, -3.8225], [2.0379, 0.0918, 0.0261], [-3.6896, 0.9265, 0.6212], [-3.2343, -3.6949, 0.4670], [0.1713, -2.1390, 6.0448], [-0.2593, -2.6205, 3.2892], [1.8293, -0.2798, 3.9714], [-1.3443, -1.3617, -1.8640], [-3.5599, 3.6482, 0.4638], [-0.6022, 0.5769, -5.4979], [2.4887, 0.4484, 3.5227], [-0.6459, -0.4194, -3.7086], [3.6147, -2.9241, -0.4034], [1.3460, 4.1255, -1.4804], [-2.6469, 0.0992, -2.9053], [-0.6973, 2.2276, 1.2704], [1.2061, -1.0610, 2.1373], [-1.2956, 0.1453, 1.4360], [3.4447, 0.2282, -0.3933], [1.8665, 1.2333, 0.8914], [0.3274, -1.9011, 3.8411], [-1.2186, -2.6146, 0.6069], [2.7998, 4.0683, -1.8092], [-0.0836, -2.7780, -0.1126], [0.5815, -4.1196, -1.6380], [-0.8981, 4.2597, 0.9265], [-2.0488, -5.2398, -1.1214], [-2.8468, 1.5693, 0.8282], [-2.7463, 2.9925, 0.7367], [-1.5862, 1.1589, 1.2026], [-2.1995, -3.5530, 0.1923], [3.2136, 2.7259, -1.9991], [-3.2004, 1.2859, -4.7351], [3.5715, 4.4890, -0.6445], [-1.2232, 0.3739, -4.6379], [-1.5219, -4.3624, -0.7766], [-0.2621, 2.1519, -2.2332], [0.5227, -1.6037, 5.1751], [3.1154, 0.5711, -2.8817], [-1.4378, 3.3249, 0.9626]],
  "forces_ev_per_angstrom": [[-0.407, -0.130, 0.421], [0.133, 0.041, -0.221], [1.099, 0.080, -0.407], [-1.894, -0.076, -2.783], [-3.297, 0.430, -2.985], [-2.505, -1.374, -0.339], [-0.263, -0.116, 0.484], [0.420, 1.604, -1.452], [0.522, 0.043, 0.606], [0.567, 0.568, -1.048], [0.397, 1.262, -0.154], [-0.151, -0.082, -0.314], [0.063, -0.084, -0.139], [0.526, 0.604, -0.226], [-0.402, -0.135, 0.116], [0.872, -0.284, 1.181], [-0.004, 0.133, 0.311], [0.259, 0.213, 0.384], [-0.457, -0.059, -0.261], [-0.175, -0.056, 0.465], [0.337, 0.017, 0.771], [0.191, 0.223, 0.030], [0.207, 0.151, 0.116], [-0.611, 0.328, -0.291], [0.019, 0.073, 0.337], [0.003, -1.069, 1.519], [-0.063, -0.022, 0.254], [1.225, -0.731, -0.006], [-0.350, -0.438, -0.210], [-1.872, -0.881, -0.381], [-0.219, -0.073, 0.635], [0.287, 0.199, -0.022], [4.767, 0.723, -1.040], [0.061, 1.705, 1.591], [-0.782, -0.329, 0.477], [-2.189, -0.275, 0.141], [-5.811, 4.784, -2.721], [-0.112, -0.369, -0.127], [-0.047, -0.054, 0.040], [-0.405, 0.208, -0.073], [0.658, -0.046, -0.685], [1.269, 0.543, 0.427], [-0.305, -0.171, -0.604], [0.364, -1.027, -0.315], [2.816, 0.529, -0.515], [1.982, -8.502, -0.954], [-0.012, -0.085, 0.089], [3.145, -0.460, 4.637], [-0.164, -0.140, -0.401], [0.758, 0.926, 0.623], [-0.366, 0.390, 0.366], [-0.169, -1.764, 0.771], [-0.409, 1.819, 1.980], [0.492, 1.236, -0.101]],
  "spin_multiplicity": 2,
  "homo_lumo_gap_ev": [2.535, 2.573],
  "s_squared": 0.77,
  "total_charge": 1
}



Entry 4:
{
  "formula": "C11H21B3FNO6S2",
  "method": "ωB97M-V with the def2-TZVPD basis set",
  "symbols": ["H", "C", "H", "C", "O", "C", "C", "S", "B", "H", "H", "H", "B", "H", "C", "C", "H", "H", "H", "S", "H", "H", "H", "C", "O", "H", "H", "O", "H", "N", "O", "O", "H", "C", "O", "H", "H", "F", "H", "B", "H", "C", "C", "H", "C"],
  "xyz": [[2.5180, -1.7893, 0.9337], [-5.3338, -0.6873, -0.7953], [-1.5697, -2.2312, -2.4624], [2.9149, -0.7738, 0.9562], [-5.3828, 2.6613, -0.1958], [-5.5513, 1.4907, -0.2310], [-1.4191, 0.3826, 1.0574], [3.4937, 3.3173, 0.9166], [-1.5915, -2.4257, -1.2898], [6.2417, 0.1217, -1.6107], [5.5161, -1.0445, -0.4943], [0.7836, -3.8059, 0.7300], [-0.1606, -3.1574, 0.4171], [-2.4421, 0.6784, 1.3134], [0.2518, 2.2005, 0.2645], [5.9835, -0.0619, -0.5660], [-0.5732, 0.6335, -0.9652], [3.5753, -0.9325, -1.1027], [-4.4380, -1.0661, -0.3049], [1.4848, 2.3685, -1.0732], [-0.8129, 0.5325, 1.9538], [3.8807, -0.8062, 1.4646], [5.1337, 1.0514, 1.1018], [-0.8958, 1.2565, -0.1223], [-0.8740, -3.4591, -0.7260], [0.7968, 1.8613, 1.1458], [5.5537, 2.0197, -0.2849], [-2.2186, -1.5500, -0.4267], [-1.7239, 1.8551, -0.5068], [3.7451, 1.0703, -0.4994], [-0.5447, -2.0636, 1.1675], [-6.2367, 0.7753, 0.7070], [2.2371, -0.1605, 1.5556], [5.1274, 1.0582, 0.0063], [-5.1027, 0.6634, -1.2021], [-0.1387, 3.1947, 0.4845], [2.0690, -0.0793, -0.9177], [-6.3659, -1.4145, 1.2322], [-7.4658, -0.5835, -0.2026], [-1.3983, -1.1127, 0.6240], [6.9146, -0.1100, 0.0020], [3.0462, -0.2288, -0.4610], [-6.4575, -0.5274, 0.2118], [-5.5858, -1.2973, -1.6573], [3.0158, 2.1757, -0.1475]],
  "forces_ev_per_angstrom": [[-0.024, 0.011, -0.003], [-0.028, -0.020, 0.080], [-0.316, -0.214, -0.014], [-0.011, 0.020, -0.003], [0.031, -0.050, 0.020], [0.081, -0.032, 0.033], [-0.043, -0.012, 0.126], [-0.025, 0.167, 0.076], [-0.303, -0.265, 0.370], [-0.112, -0.037, 0.024], [0.061, 0.044, 0.058], [-0.127, -0.069, 0.079], [-0.543, -0.127, 0.271], [0.076, 0.016, -0.003], [-0.065, 0.268, 0.089], [0.057, -0.023, 0.028], [0.013, 0.009, 0.115], [0.042, 0.059, 0.034], [-0.064, -0.100, -0.012], [-0.002, -0.245, -0.009], [-0.026, -0.003, -0.054], [-0.065, -0.030, -0.022], [-0.044, -0.084, -0.078], [-0.065, 0.068, -0.056], [0.721, 0.256, -0.373], [-0.061, -0.039, -0.055], [0.025, -0.046, 0.115], [0.645, 0.633, -0.420], [0.057, -0.087, -0.084], [-0.020, 0.091, 0.534], [0.591, 0.353, -0.318], [-0.163, 0.100, -0.043], [0.066, -0.008, -0.026], [0.092, 0.033, -0.180], [0.036, 0.064, -0.047], [0.068, -0.077, 0.107], [0.028, -0.024, 0.068], [0.090, -0.003, 0.036], [-0.009, -0.090, 0.045], [-0.548, -0.548, 0.327], [-0.019, 0.038, -0.066], [-0.036, -0.019, -0.341], [0.025, 0.071, -0.077], [-0.033, 0.076, -0.048], [-0.055, -0.125, -0.302]],
  "smiles": "CCN(CC)C(=S)SCCCB1OBOBO1.O=C1OC[C@@H](F)O1",
  "homo_lumo_gap_ev": 8.425
}